(1)
DFT (ωB97M-V/def2-TZVPD) results for 2 unconnected molecules or ions with the total composition C6H16S2.

Electronic energy ... -1034.56104 Eh
HOMO-LUMO gap ... 9.23 eV
Energy above the lowest of the compared OMol25 structures with the same formula, charge and spin ... 39.6 kJ/mol
LUMO ... 0.75 eV
Structure (SMILES) ... CCSC.CCSC
Maximum force ... 0.50 eV/Å
Spin multiplicity ... 1

The geometry in XYZ format:
```
24
C6H16S2 ωB97M-V/def2-TZVPD
C 1.69 0.10 3.46
C 0.22 0.44 3.30
S -0.77 -1.07 3.27
C -2.40 -0.34 3.08
H 2.30 1.02 3.48
H 1.87 -0.45 4.40
H 2.04 -0.53 2.62
H 0.04 1.00 2.36
H -0.13 1.08 4.14
H -2.64 0.32 3.93
H -3.14 -1.15 3.05
H -2.47 0.25 2.15
C 1.96 0.99 -3.16
C 0.91 -0.11 -3.21
S -0.73 0.63 -3.38
C -1.70 -0.89 -3.42
H 2.97 0.55 -3.05
H 1.94 1.60 -4.08
H 1.78 1.66 -2.30
H 0.94 -0.72 -2.29
H 1.09 -0.78 -4.07
H -1.42 -1.53 -4.27
H -2.77 -0.61 -3.52
H -1.58 -1.47 -2.49
```

***

(2)
DFT (ωB97M-V/def2-TZVPD) results for a molecular structure, C6H17AgNO3.

Electronic energy ... -666.12996 Eh
HOMO-LUMO gap ... 5.83 eV
Energy above the lowest of the compared OMol25 structures with the same formula, charge and spin ... 61.4 kJ/mol
LUMO ... 2.81 eV
Total charge ... -1
Maximum force ... 2.76 eV/Å
Spin multiplicity ... 1

The geometry in XYZ format:
```
28
C6H17AgNO3 ωB97M-V/def2-TZVPD
Ag -3.60 4.10 15.33
C -4.11 1.14 16.35
O -3.63 2.28 16.97
H -4.85 0.65 16.98
H -4.69 1.37 15.45
H -3.39 0.35 16.13
C -6.28 6.28 15.45
O -5.39 5.61 16.31
H -6.71 5.65 14.68
H -7.02 6.92 15.94
H -5.70 7.01 14.88
C -2.78 2.43 12.54
C -3.84 3.56 12.20
C -5.27 3.03 12.27
O -5.42 2.00 11.26
C -6.76 1.75 10.96
N -3.70 4.71 13.08
H -1.81 2.50 12.04
H -3.25 1.47 12.35
H -2.57 2.36 13.61
H -3.63 3.94 11.20
H -6.07 3.74 12.09
H -5.50 2.53 13.21
H -7.41 2.63 10.91
H -7.13 1.08 11.73
H -6.85 1.19 10.03
H -4.39 5.40 12.84
H -2.83 5.03 12.68
```

***

(3)
DFT (ωB97M-V/def2-TZVPD) results for 3 unconnected molecules or ions with the total composition C6H17BrO7PS.

Electronic energy ... -4079.20037 Eh
HOMO-LUMO gap ... 6.53 eV
Energy above the lowest of the compared OMol25 structures with the same formula, charge and spin ... 0.0 kJ/mol
LUMO ... 2.82 eV
Total charge ... -1
Maximum force ... 1.50 eV/Å
Spin multiplicity ... 1

The geometry in XYZ format:
```
33
C6H17BrO7PS ωB97M-V/def2-TZVPD
Br -1.11 -1.62 -1.54
O -2.32 3.85 -4.23
S -1.38 2.77 -4.02
O -0.27 2.56 -4.91
O -0.74 2.95 -2.56
C -1.61 3.33 -1.50
C -0.79 4.05 -0.42
C -2.30 1.20 -3.92
H -2.18 2.48 -1.11
H -2.35 4.05 -1.84
H -1.24 3.95 0.57
H -0.89 5.11 -0.68
H 0.25 3.76 -0.32
H -2.33 0.79 -4.93
H -3.29 1.27 -3.49
H -1.62 0.53 -3.38
C 1.04 -4.32 3.58
O 1.63 -3.21 2.91
P 0.79 -2.25 1.95
O -0.45 -2.87 1.49
O 0.55 -0.93 2.82
C 1.55 -0.37 3.66
O 1.81 -1.74 0.85
C 2.18 -2.56 -0.28
H 1.74 -4.72 4.31
H 0.75 -5.08 2.84
H 0.18 -3.97 4.16
H 1.67 -1.00 4.54
H 1.28 0.66 3.85
H 2.55 -0.40 3.20
H 1.89 -3.60 -0.14
H 3.27 -2.50 -0.28
H 1.75 -2.18 -1.20
```